C11H19N3OS as an isolated structure in a non-equilibrium geometry, computed with ωB97M-V with the def2-TZVPD basis set.

Charge   0
Orbital gap   0.3155 Eh
HOMO energy   -0.3377 Eh

Cartesian coordinates (Å):
C (8.242, -0.855, -0.922)
C (7.375, -0.065, -0.149)
C (5.937, -0.421, -0.369)
C (4.856, 0.253, 0.492)
C (3.383, -0.353, 0.173)
C (2.332, 0.545, 1.236)
C (0.858, -0.006, 1.289)
C (0.282, 0.352, -0.372)
N (-1.144, -0.016, -0.335)
C (-2.054, 0.807, -0.349)
O (-2.002, 2.246, -0.500)
C (-3.545, 0.332, -0.328)
N (-3.590, -1.239, -0.113)
S (-5.176, -1.289, 0.104)
N (-5.720, 0.123, -0.320)
C (-4.741, 0.892, -0.210)
H (-4.755, 1.813, -0.465)
H (-1.375, -1.055, 0.031)
H (0.926, -0.151, -1.074)
H (0.312, 1.435, -0.407)
H (0.879, -0.946, 1.284)
H (0.231, 0.750, 2.020)
H (2.405, 1.793, 0.929)
H (2.660, 0.641, 2.397)
H (3.091, 0.096, -0.971)
H (3.363, -1.211, 0.579)
H (4.887, 1.160, 0.262)
H (5.113, 0.340, 1.539)
H (5.426, -0.438, -1.283)
H (5.733, -1.611, -0.019)
H (7.312, 1.115, -0.448)
H (7.463, -0.191, 0.780)
H (7.979, -0.702, -2.040)
H (8.118, -2.040, -0.778)
H (9.179, -0.581, -0.848)


One molecule with the formula C11H19NO in a non-equilibrium geometry, computed with ωB97M-V with the def2-TZVPD basis set.

Charge   0
SMILES   COc1c(C)cn(C)c1C(C)(C)C
Orbital gap   0.3180 Eh
HOMO energy   -0.2891 Eh

Cartesian coordinates (Å):
C (1.870, 2.334, -0.657)
O (1.587, 1.539, 0.471)
C (1.174, 0.214, 0.263)
C (2.045, -0.899, 0.097)
C (3.502, -0.811, 0.355)
C (1.267, -2.010, -0.147)
N (-0.075, -1.625, -0.087)
C (-1.143, -2.578, -0.154)
C (-0.116, -0.243, 0.172)
C (-1.405, 0.485, 0.135)
C (-1.254, 1.885, 0.647)
C (-2.384, -0.115, 1.158)
C (-1.988, 0.515, -1.296)
H (1.876, 3.494, -0.302)
H (1.021, 2.069, -1.459)
H (2.825, 2.211, -1.031)
H (4.007, -1.736, 0.728)
H (4.044, -0.688, -0.640)
H (3.810, -0.016, 1.049)
H (1.323, -3.035, -0.160)
H (-1.655, -2.921, 0.783)
H (-1.856, -2.202, -0.999)
H (-0.623, -3.453, -0.605)
H (-2.280, 2.341, 0.588)
H (-0.693, 1.875, 1.611)
H (-0.552, 2.594, 0.220)
H (-2.848, 0.676, 1.769)
H (-3.219, -0.724, 0.685)
H (-1.877, -0.800, 1.904)
H (-2.081, -0.440, -1.861)
H (-3.025, 0.935, -1.306)
H (-1.276, 1.129, -1.932)


Energy above the lowest of the compared OMol25 structures with the same formula, charge and spin (kJ/mol)
1128.7; 0.0
M (g/mol)
241.4; 181.3